147
Properties=species:S:1:pos:R:3:forces:R:3 method="wB97M-V/def2-TZVPD" homo_energy_ev=-3.7 homo_lumo_gap_ev=5.489 total_energy_ha=-5901.84520 de_lowest_kj_mol=85.5 mol_weight_da=1197.9 total_charge=-1
H -2.01171 -4.70456 -0.76493 0.04 0.03 -0.06
N -0.74438 0.70592 1.00481 0.07 0.59 0.13
H -1.49891 0.56028 7.61622 0.03 -0.04 -0.05
F 3.71646 0.27855 -5.06425 0.12 -0.13 -0.23
C 0.25025 -1.77221 -3.78839 0.13 -0.25 -0.06
C -2.53837 -0.23890 -0.33654 0.31 0.03 0.21
H -4.31197 1.96203 -5.34604 -0.03 -0.04 0.01
C -1.69439 -3.78429 1.18745 -0.02 0.28 0.14
H -1.03733 -1.55617 7.01222 -0.02 0.02 -0.05
C 2.53174 0.75481 3.92632 -0.05 -0.07 0.04
H -2.68618 -1.92294 1.73243 -0.03 0.13 0.00
P -0.00285 -2.85874 1.15102 -0.01 -0.74 -0.25
C 1.69319 0.66259 2.80358 0.23 -0.22 -0.27
H -2.24534 2.38046 -6.58207 0.01 -0.11 -0.03
H -0.86793 5.49718 -2.91551 0.00 0.03 -0.05
H 2.02581 1.84970 6.95261 0.02 -0.01 0.00
C 3.59087 0.26666 1.43409 0.09 -0.32 0.03
F 3.22827 2.39969 -4.98248 0.32 0.03 -0.32
H -3.87796 4.15990 1.94003 0.02 0.00 -0.03
H 2.52898 -2.20844 1.83537 0.12 0.26 0.02
N -1.93092 0.86848 3.02495 -0.01 -0.19 -0.10
H 3.07783 -3.70688 1.11653 0.02 0.03 -0.05
H -3.41481 -3.85698 -0.11748 -0.02 -0.03 0.00
C -1.95665 1.40712 -6.19488 0.00 -0.01 0.02
H 3.21473 -1.42358 -3.26611 0.03 0.19 -0.07
H -2.20712 4.35203 -2.67435 0.01 0.06 0.09
O -2.29547 3.00105 1.23974 0.03 -0.13 -0.07
C 2.58786 -3.27945 1.99012 -0.04 -0.01 -0.04
C -1.91610 1.05620 6.75193 -0.04 0.16 0.29
C -0.74850 0.85017 2.32036 -0.01 -0.54 0.30
C 0.89898 3.74759 -4.06856 -0.30 0.03 -0.04
O 1.89813 1.03835 5.11990 -0.10 -0.03 -0.07
S 2.44097 3.49750 0.29535 1.28 1.44 0.54
C 1.30902 -5.39446 1.95548 -0.04 0.01 0.10
H -2.77054 -5.56943 1.65980 -0.01 -0.02 0.00
N 4.08698 -1.71872 -2.85290 -0.02 0.10 0.21
C 0.80302 -3.60902 3.67108 -0.10 -0.02 -0.10
O 2.16541 1.23145 -1.45840 -0.52 -0.52 0.02
H 1.51916 -4.07235 4.35751 0.00 -0.01 -0.01
C -3.35288 2.75440 5.85919 -0.10 0.09 0.16
H -3.55301 -3.37978 2.24784 -0.01 0.00 -0.01
C 2.19820 0.37784 1.54130 0.13 -0.13 0.21
C -3.01373 4.21407 1.26692 -0.06 0.16 -0.03
H -0.88411 1.28335 -6.35171 0.00 -0.02 -0.09
C -2.15316 1.27469 4.35775 -0.10 0.16 0.29
H -3.36079 4.50040 0.27107 0.04 -0.04 -0.02
S 3.60079 1.90285 -1.63939 1.81 1.13 -0.80
C 4.42083 0.34409 2.53424 -0.06 -0.07 0.04
H -2.31238 4.07420 -5.24058 0.07 0.07 -0.10
H 1.31728 -5.61452 0.88661 0.04 -0.04 -0.01
H 0.29320 -1.98067 5.91030 0.00 0.01 0.02
H 0.18628 -4.26725 -0.83687 0.09 0.02 0.10
C -3.86476 -0.28336 -0.73076 -0.23 0.01 -0.13
C -2.86113 1.93486 0.60460 0.42 0.25 -0.31
H -1.40910 -5.29587 2.74500 -0.03 -0.04 -0.03
H 4.88908 -1.30713 -3.30365 -0.05 0.08 -0.11
H 3.31075 0.66906 6.60155 -0.03 -0.01 -0.03
H 1.14872 4.80709 -4.16216 -0.01 0.07 -0.04
H 0.39325 -0.49553 6.87847 -0.01 0.02 -0.04
C -2.02371 0.81566 0.40249 -0.69 -0.14 -0.22
H 0.06097 -3.53571 -6.65696 0.02 0.02 -0.01
H -3.54318 2.97174 -4.10980 -0.12 -0.01 -0.08
H 0.20058 -4.98943 -2.63951 0.02 0.01 -0.05
C -0.28007 -1.15859 6.32926 0.10 -0.10 0.11
H -2.65688 -0.48870 -3.41929 -0.05 -0.08 0.18
C 3.77296 1.38582 -4.18410 -0.46 -0.34 0.38
P -1.09573 1.81028 -3.40381 -0.10 -0.22 -0.73
H -2.47128 0.64958 -6.79345 0.00 -0.03 -0.02
H 5.49433 0.25560 2.42299 0.00 0.00 -0.07
O 2.19720 4.75553 -0.36453 -0.53 -0.09 -0.11
F 1.92933 3.76852 2.93192 0.03 -0.01 -0.14
C 3.88954 0.57360 3.79869 0.07 -0.04 0.05
H -4.23505 1.42547 -3.66403 -0.11 -0.06 0.21
C 2.70537 1.48135 6.18529 0.08 0.06 0.12
H 1.41698 3.38471 -3.19356 0.30 -0.20 0.24
C -3.04274 2.32260 4.58202 0.24 -0.06 -0.12
H 4.54064 0.62313 4.66073 -0.02 0.06 0.00
C 0.10814 -3.33251 -5.59450 -0.04 -0.02 -0.10
C -0.61028 3.59488 -3.93856 -0.08 -0.03 0.26
H -0.19330 -3.99435 3.90180 0.02 0.03 0.07
C -1.73311 -5.22175 1.70704 0.01 0.09 -0.04
C -2.35542 1.22904 -4.72420 -0.10 -0.02 0.41
H -4.83465 2.74515 0.38046 0.05 0.02 0.02
C -2.56539 -0.27276 -4.48150 -0.03 0.13 -0.04
H 1.27221 3.22656 -4.94670 0.04 0.02 0.12
H -2.09888 -2.84511 3.11323 -0.04 0.05 0.01
N 0.34237 0.86645 3.08465 -0.23 0.40 0.13
H 0.79936 -2.52927 3.84150 0.02 -0.01 0.05
C -4.18513 1.90003 0.19670 -0.24 0.12 0.03
C 0.19528 -2.01746 -5.15366 0.18 -0.12 -0.04
H 3.36915 2.29138 5.87147 -0.03 0.00 -0.03
Ti 1.05128 0.67026 -0.16587 0.32 0.40 0.96
H 1.26455 1.19496 -3.71752 0.17 0.01 -0.06
H -1.74559 -0.86645 -4.87789 -0.18 0.05 0.02
C -2.56226 -2.92861 2.12640 0.06 -0.12 -0.03
C -2.32599 -3.81583 -0.21584 0.05 0.11 0.10
C -4.70332 0.77535 -0.43325 0.20 -0.02 -0.09
H -2.98197 2.46702 7.95642 -0.02 0.01 0.01
C 1.19841 -3.88974 2.21729 -0.08 0.25 -0.01
C -1.11918 4.44417 -2.76198 -0.06 0.00 -0.12
F 3.06344 5.39673 2.07944 -0.07 -0.15 -0.11
H -1.84979 -1.03829 -0.56286 -0.04 -0.14 0.03
N 0.39427 -2.34227 -1.59850 -0.40 -0.03 0.61
H 0.17819 1.05016 4.06121 0.02 -0.07 0.01
O 1.19316 2.73632 0.56314 -0.70 -0.55 -0.53
C -1.62207 0.60313 5.47412 -0.01 -0.26 -0.19
H -2.07617 -2.95005 -0.82451 -0.01 0.00 -0.06
H -0.80408 3.70534 -6.10902 -0.01 0.07 0.04
H 0.01424 -5.40512 -5.05512 0.02 0.00 -0.01
H 2.25431 -5.75223 2.37412 0.03 -0.01 -0.01
H 0.25085 -1.21416 -5.87669 -0.02 -0.07 0.00
N 5.29894 -1.91958 -0.88446 -0.02 0.17 0.04
H -3.48567 -0.59757 -4.97836 -0.01 0.01 -0.04
O 3.02795 -1.70043 -0.84386 0.19 0.16 0.22
O 4.61379 0.86560 -1.45252 -0.19 0.12 0.28
H 3.22418 -3.47052 2.85995 -0.02 -0.05 0.01
C 2.90364 4.06559 2.04730 0.04 0.02 0.16
F 5.12787 1.69789 -4.19053 0.12 0.02 -0.27
H -2.73654 1.00700 2.43763 -0.02 -0.13 0.07
C 4.07352 -1.69890 -1.48949 -0.19 -0.71 -0.30
H 1.71477 -3.45293 -0.43379 -0.02 -0.09 -0.06
H -2.31952 4.96811 1.62991 -0.01 -0.04 0.03
C 0.63710 -3.32266 -0.53431 0.01 0.42 -0.01
H -0.98407 5.23245 -5.25502 0.02 0.02 0.02
C -3.68992 1.94376 -4.44641 0.18 0.11 0.04
H 6.07044 -1.45646 -1.34054 0.05 0.01 0.01
N 3.67445 2.71206 -0.10918 -0.70 -0.27 0.21
C 0.08789 -4.38688 -4.69421 -0.03 -0.09 0.02
C -1.22624 4.16630 -5.21797 -0.01 -0.05 0.07
H -1.13012 -5.88990 1.09281 -0.04 -0.02 0.03
F 4.03550 3.52817 2.50927 -0.14 -0.08 -0.16
B 0.50787 -0.88225 -1.65255 -0.67 -0.62 -0.97
H -4.24879 -1.15408 -1.24630 0.06 -0.01 -0.06
H 0.50916 -5.96399 2.42337 0.12 -0.01 -0.04
C 0.26614 -2.84356 -2.87909 0.03 -0.01 -0.28
H -5.75084 0.74900 -0.70278 0.01 0.00 -0.04
C 0.18137 -4.15402 -3.32705 -0.01 -0.03 0.00
H 0.24522 0.40988 -4.92394 0.19 0.14 0.12
H 5.26359 -1.72326 0.10409 -0.02 0.08 0.01
H -3.48015 2.81202 3.72139 0.04 0.01 -0.03
N 0.33224 -0.58122 -3.08777 0.05 0.23 0.07
H -0.67044 4.13037 -1.82349 0.06 -0.06 0.17
C -2.77055 2.13383 6.94967 0.07 -0.11 -0.18
H -4.03861 3.57921 5.99955 0.00 0.01 -0.02
O -0.86771 -0.49937 5.22676 -0.13 0.12 -0.08
H 4.03295 0.12835 0.46249 0.03 0.01 -0.05
C 0.32510 0.67255 -3.87152 -0.05 0.10 0.60